# 1
Below is a single C6H12O molecule, with properties calculated with ωB97M-V/def2-TZVPD.

Each line ends with the natural charge from an NBO analysis.
Element x y z (Å)
C1 2.07 0.24 1.52  -0.66
C2 1.11 0.10 0.39  0.27
C3 1.44 0.27 -1.04  -0.69
O1 -0.03 -0.51 0.71  -0.41
C4 -1.10 -0.36 -0.06  0.26
C5 -1.34 0.97 -0.67  -0.69
C6 -2.16 -1.41 0.08  -0.66
H1 2.03 -0.63 2.18  0.22
H2 1.84 1.11 2.15  0.21
H3 3.10 0.38 1.17  0.21
H4 1.12 1.19 -1.55  0.21
H5 0.92 -0.53 -1.59  0.22
H6 2.53 0.18 -1.18  0.22
H7 -0.97 1.13 -1.70  0.21
H8 -2.41 1.19 -0.68  0.22
H9 -0.84 1.74 -0.05  0.22
H10 -1.85 -2.17 0.81  0.23
H11 -2.32 -1.91 -0.88  0.22
H12 -3.13 -0.99 0.40  0.21

Calculated values
- gap between HOMO and LUMO (spin up / spin down) (eV) = 7.46 / 7.43
- highest occupied orbital energy (spin up / spin down) (hartree) = -0.238 / -0.237
- spin multiplicity = 1

***

# 2
Below is a single C21H28N4O4 molecule, with properties calculated with ωB97M-V/def2-TZVPD.

Each line ends with the natural charge from an NBO analysis.
Element x y z (Å)
C1 -6.73 -2.48 -0.43  -0.27
O1 -7.48 -1.35 -0.81  -0.53
C2 -6.78 -0.14 -0.77  -0.05
C3 -6.49 0.36 0.67  -0.54
C4 -5.18 -0.14 1.25  0.69
O2 -5.16 -1.03 2.09  -0.64
N1 -4.04 0.43 0.82  -0.45
C5 -3.87 1.45 -0.19  -0.22
C6 -3.05 0.91 -1.37  -0.42
C7 -1.70 0.39 -0.88  0.10
O3 -0.97 1.52 -0.43  -0.53
C8 0.38 1.46 -0.30  0.41
C9 1.18 0.35 -0.57  -0.34
C10 2.56 0.44 -0.41  -0.17
C11 3.16 1.61 0.02  -0.18
C12 4.63 1.75 0.24  0.67
O4 5.09 2.51 1.07  -0.63
N2 5.40 1.00 -0.58  -0.61
C13 6.83 0.88 -0.38  -0.21
C14 7.15 -0.17 0.70  -0.43
C15 6.45 -1.46 0.43  -0.14
C16 6.77 -2.44 -0.53  -0.07
N3 5.89 -3.42 -0.52  -0.26
N4 5.00 -3.10 0.41  -0.33
C17 5.29 -1.92 1.01  -0.07
C18 2.35 2.70 0.33  -0.14
C19 0.98 2.63 0.17  -0.28
C20 -1.91 -0.63 0.25  -0.44
C21 -2.77 -0.02 1.35  -0.23
H1 -6.42 -2.43 0.61  0.20
H2 -5.83 -2.58 -1.06  0.15
H3 -7.37 -3.34 -0.58  0.19
H4 -5.84 -0.22 -1.34  0.15
H5 -7.44 0.58 -1.27  0.19
H6 -7.29 0.00 1.31  0.25
H7 -6.51 1.45 0.69  0.22
H8 -4.84 1.81 -0.55  0.21
H9 -3.33 2.29 0.25  0.21
H10 -2.90 1.70 -2.10  0.22
H11 -3.59 0.09 -1.85  0.21
H12 -1.17 -0.08 -1.73  0.19
H13 0.76 -0.58 -0.91  0.22
H14 3.15 -0.45 -0.61  0.21
H15 4.97 0.33 -1.20  0.40
H16 7.21 1.85 -0.07  0.23
H17 7.29 0.59 -1.33  0.20
H18 8.23 -0.32 0.73  0.22
H19 6.82 0.22 1.67  0.23
H20 7.60 -2.46 -1.21  0.21
H21 4.23 -3.72 0.61  0.41
H22 4.68 -1.51 1.79  0.22
H23 2.82 3.60 0.69  0.24
H24 0.35 3.48 0.39  0.22
H25 -0.95 -0.94 0.67  0.22
H26 -2.41 -1.51 -0.16  0.22
H27 -2.98 -0.76 2.13  0.25
H28 -2.24 0.83 1.79  0.20

Calculated values
- SMILES = COCCC(=O)N1CCC(Oc2ccc(C(=O)NCCc3cn[nH]c3)cc2)CC1
- gap between HOMO and LUMO (eV) = 9.32
- highest occupied orbital energy (hartree) = -0.326
- spin multiplicity = 1

***

The records above give, respectively, energy relative to the best compared isomer or geometry (same formula, charge and spin) values of 75.89 79.02 kcal/mol.